No. 1
# C9H15N2O2

A 2-piece molecular cluster, C9H15N2O2 overall (ωB97M-V/def2-TZVPD, the OMol25 dataset).

Computed properties:
- HOMO level: -11.721 eV
- LUMO energy: -2.596 eV
- ΔE to the lowest compared entry with this formula, charge and spin: 25.17 kcal per mole
- Calculated total energy: -16644.089 eV
- Orbital gap: 9.125 eV

The geometry in ORCA input format:
```
! RIJCOSX wB97M-V def2-TZVPD def2/J DEFGRID3
* xyz 1 1
C 1.82 0.64 0.84
C 3.10 0.62 0.42
C 1.98 0.13 -1.43
C 1.00 0.32 -0.30
C 0.42 -2.49 0.60
C -1.03 -0.13 -1.69
C -1.37 1.91 0.98
C -2.46 -0.24 0.83
C -0.33 0.19 -0.41
N 0.98 -2.84 -0.38
N -1.16 0.46 0.79
O -0.17 -1.98 1.45
O 3.26 0.33 -0.86
H 1.50 0.86 1.84
H 4.01 0.82 0.98
H 1.83 0.86 -2.23
H -0.50 0.33 -2.52
H -1.05 -1.21 -1.87
H -2.05 0.24 -1.70
H -1.91 2.09 1.90
H -0.41 2.42 1.02
H -1.94 2.31 0.14
H -2.33 -1.29 0.57
H -2.86 -0.19 1.84
H -3.17 0.22 0.15
H 1.93 -0.87 -1.86
H 1.53 -3.61 -0.68
H -0.61 0.10 1.58
*
```

No. 2
# C35H45AlBrF17NO18

C35H45AlBrF17NO18 as an isolated structure (ωB97M-V/def2-TZVPD, the OMol25 dataset).

Computed properties:
- HOMO level: -4.523 eV
- LUMO energy: 1.524 eV
- Calculated total energy: -198202.225 eV
- Orbital gap: 6.047 eV

The geometry in ORCA input format:
```
! RIJCOSX wB97M-V def2-TZVPD def2/J DEFGRID3
* xyz -1 1
N 1.27 1.27 -5.02
C 1.06 1.84 -3.64
C -0.42 2.49 -3.44
Al -0.13 4.07 -2.11
C 1.19 3.37 -0.71
C 1.57 4.45 0.45
C 2.66 5.53 0.02
F 3.11 5.38 -1.34
F 1.92 6.78 -0.04
C 3.83 5.81 1.06
F 3.15 6.45 2.17
F 4.64 6.88 0.55
C 4.62 4.61 1.70
F 3.84 4.19 2.83
F 5.79 5.17 2.33
C 5.03 3.32 0.94
F 3.89 2.43 0.91
F 5.94 2.62 1.81
C 5.67 3.27 -0.50
F 4.63 2.96 -1.44
F 6.48 2.07 -0.52
C 6.63 4.42 -1.00
F 5.97 5.54 -1.60
F 7.47 4.98 0.02
C 7.70 3.96 -2.15
F 8.25 5.21 -2.61
F 8.82 3.27 -1.61
C 7.06 3.28 -3.43
F 6.87 1.89 -3.35
F 5.86 3.84 -3.88
F 8.00 3.47 -4.50
C 0.56 5.63 -3.24
O 1.74 5.28 -4.07
O 1.33 4.69 -5.22
C -1.97 4.59 -1.36
C -3.09 3.75 -2.14
O -3.30 3.86 -3.37
Br -4.30 2.46 -1.18
H 0.44 0.71 -5.26
H 2.05 0.59 -4.93
H 1.89 2.62 -3.44
H 1.20 1.00 -2.88
H -1.15 1.72 -3.02
H -0.76 2.97 -4.42
H 2.10 2.94 -1.25
H 0.69 2.49 -0.16
H 1.84 3.84 1.38
H 0.57 4.98 0.70
H 0.94 6.48 -2.55
H -0.23 6.03 -3.99
H 1.41 5.38 -5.93
H -1.99 4.44 -0.23
H -2.15 5.68 -1.69
C -3.40 -2.85 -2.59
C -2.54 -1.60 -2.65
C -1.07 -1.86 -2.43
O -0.63 -0.63 -1.87
C -1.71 -0.07 -1.24
O -1.66 0.86 -0.50
O -2.86 -0.72 -1.58
H -4.43 -2.61 -2.88
H -3.03 -3.63 -3.26
H -3.44 -3.25 -1.58
H -2.71 -1.07 -3.60
H -0.55 -2.06 -3.37
H -0.87 -2.66 -1.72
C -0.98 -2.04 3.06
C -2.02 -2.46 2.04
C -2.75 -3.72 2.42
O -3.10 -4.26 1.15
C -2.17 -3.81 0.26
O -2.04 -4.22 -0.86
O -1.41 -2.82 0.80
H -0.57 -1.06 2.79
H -1.40 -1.97 4.06
H -0.13 -2.74 3.07
H -2.71 -1.63 1.85
H -3.64 -3.51 3.01
H -2.12 -4.44 2.95
C 1.70 3.29 5.86
C 0.65 2.87 4.85
C -0.08 1.61 5.24
O -0.44 1.06 3.98
C 0.49 1.51 3.08
O 0.62 1.08 1.97
O 1.26 2.50 3.62
H 2.11 4.27 5.59
H 1.28 3.37 6.87
H 2.54 2.59 5.88
H -0.04 3.69 4.66
H -0.97 1.82 5.83
H 0.54 0.89 5.77
C -8.53 -6.70 2.07
C -7.66 -5.46 2.01
C -6.20 -5.74 2.23
O -5.73 -4.53 2.79
C -6.80 -3.95 3.42
O -6.72 -3.02 4.17
O -7.96 -4.58 3.08
H -9.56 -6.45 1.79
H -8.16 -7.48 1.40
H -8.57 -7.10 3.09
H -7.83 -4.93 1.07
H -5.68 -5.96 1.29
H -6.01 -6.55 2.94
C 0.31 -7.93 -2.06
C -0.41 -8.19 -0.75
C -0.24 -7.09 0.26
O -0.36 -7.79 1.49
C 0.03 -9.07 1.26
O 0.24 -9.88 2.11
O 0.14 -9.32 -0.08
H 0.05 -8.70 -2.79
H 0.05 -6.95 -2.47
H 1.40 -7.98 -1.92
H -1.47 -8.39 -0.94
H -1.01 -6.32 0.17
H 0.74 -6.62 0.22
*
```

No. 3
# C7H12F2O2P

A 2-piece molecular cluster, C7H12F2O2P overall (ωB97M-V/def2-TZVPD, the OMol25 dataset).

Computed properties:
- HOMO level (spin up / spin down): -4.510 / -2.547 eV
- LUMO energy (spin up / spin down): 3.587 / 3.188 eV
- Calculated total energy: -26273.308 eV
- Orbital gap (spin up / spin down): 8.097 / 5.735 eV

The geometry in ORCA input format:
```
! RIJCOSX wB97M-V def2-TZVPD def2/J DEFGRID3
* xyz -1 1
C -0.77 -1.66 -1.07
C -1.80 -1.00 -0.16
C 0.50 -2.00 -0.29
C -1.21 0.26 0.47
C 1.08 -0.73 0.32
C 0.08 -0.04 1.23
C 0.66 1.27 1.72
O 2.18 2.15 -2.20
O -0.22 3.01 -2.13
F -0.21 1.91 2.59
F 1.81 1.07 2.48
P 1.09 2.85 -1.48
H -1.19 -2.57 -1.52
H -0.52 -0.97 -1.87
H -2.69 -0.74 -0.73
H -2.09 -1.70 0.63
H 0.26 -2.70 0.51
H 1.23 -2.47 -0.95
H -0.97 0.99 -0.32
H -1.94 0.72 1.14
H 1.99 -0.96 0.88
H 1.35 -0.02 -0.48
H -0.16 -0.70 2.09
H 1.54 4.04 -0.86
*
```

- Which of these has the lowest calculated total energy?
  C35H45AlBrF17NO18

Please write out number 3 again, unchanged.
# C7H12F2O2P

A 2-piece molecular cluster, C7H12F2O2P overall (ωB97M-V/def2-TZVPD, the OMol25 dataset).

Computed properties:
- HOMO level (spin up / spin down): -4.510 / -2.547 eV
- LUMO energy (spin up / spin down): 3.587 / 3.188 eV
- Calculated total energy: -26273.308 eV
- Orbital gap (spin up / spin down): 8.097 / 5.735 eV

The geometry in ORCA input format:
```
! RIJCOSX wB97M-V def2-TZVPD def2/J DEFGRID3
* xyz -1 1
C -0.77 -1.66 -1.07
C -1.80 -1.00 -0.16
C 0.50 -2.00 -0.29
C -1.21 0.26 0.47
C 1.08 -0.73 0.32
C 0.08 -0.04 1.23
C 0.66 1.27 1.72
O 2.18 2.15 -2.20
O -0.22 3.01 -2.13
F -0.21 1.91 2.59
F 1.81 1.07 2.48
P 1.09 2.85 -1.48
H -1.19 -2.57 -1.52
H -0.52 -0.97 -1.87
H -2.69 -0.74 -0.73
H -2.09 -1.70 0.63
H 0.26 -2.70 0.51
H 1.23 -2.47 -0.95
H -0.97 0.99 -0.32
H -1.94 0.72 1.14
H 1.99 -0.96 0.88
H 1.35 -0.02 -0.48
H -0.16 -0.70 2.09
H 1.54 4.04 -0.86
*
```

- Which of these has the highest calculated total energy?
  C9H15N2O2

- What is the formula in the third record?
  C7H12F2O2P